1.
DFT (the ωB97M-V functional and the def2-TZVPD basis) results for a cluster of 5 separate species, C44H78N4O12S2 in total at a distorted geometry.

Each line ends with the Löwdin charge.
Geometry (Å):
1 N 3.27564 -1.07965 -2.33381  0.1652
2 C 2.57533 -0.29212 -2.78582  -0.1939
3 C 1.56676 0.63305 -3.50275  -0.1050
4 C 0.16866 -0.10429 -3.81296  -0.3839
5 C -0.64791 0.89591 -4.67015  -0.1783
6 N -1.24307 1.68913 -5.25043  0.1735
7 C -0.55869 -0.24192 -2.40915  -0.1448
8 C -1.74693 -1.27862 -2.36714  -0.2202
9 C -3.04067 -0.81959 -3.13665  -0.4579
10 S -4.58858 -1.66437 -2.53162  0.8199
11 C -5.73195 -1.41380 -3.96785  -0.9609
12 S -5.87251 -2.60878 -5.11521  0.6752
13 N -6.49849 -0.20543 -4.14727  -0.1867
14 C -6.03409 0.93916 -3.48245  -0.0525
15 C -7.03750 1.95447 -3.90024  -0.0951
16 N -7.95570 1.30091 -4.73790  0.0115
17 C -7.67871 -0.01872 -4.91129  -0.1162
18 C 0.50718 -1.47877 -4.52723  -0.1334
19 C -0.46903 -1.89548 -5.69866  -0.1658
20 C -0.59209 -3.48621 -5.88417  -0.1519
21 C -0.99135 -4.21739 -4.55400  -0.2105
22 C -2.40678 -4.26146 -4.07424  -0.0451
23 C -2.64186 -4.94276 -2.78957  -0.0877
24 C -1.57517 -5.56867 -1.97503  -0.0858
25 C -0.19235 -5.55961 -2.47574  -0.0726
26 C 0.08843 -4.87720 -3.77238  -0.0488
27 H 1.30284 1.44837 -2.76055  0.1308
28 H 2.03182 1.05687 -4.43308  0.1345
29 H 0.19277 -0.57941 -1.62853  0.1281
30 H -0.91248 0.77696 -2.05580  0.1333
31 H -2.04440 -1.38967 -1.27586  0.1212
32 H -1.34230 -2.27889 -2.67490  0.0894
33 H -3.01416 -0.97357 -4.24776  0.0674
34 H -3.15388 0.29375 -2.95959  0.0711
35 H -5.15696 1.06511 -2.81586  0.0928
36 H -6.98165 3.01748 -3.57634  0.0977
37 H -8.20939 -0.80034 -5.49157  0.1168
38 H 0.64002 -2.27047 -3.73376  0.1119
39 H 1.53292 -1.35995 -4.99842  0.1260
40 H -0.01911 -1.51484 -6.66559  0.1198
41 H -1.50323 -1.46776 -5.63312  0.0922
42 H -1.45877 -3.63186 -6.59900  0.1153
43 H 0.31636 -3.91430 -6.38151  0.1134
44 H -3.23101 -3.77253 -4.64505  0.0585
45 H -3.68282 -4.97988 -2.36059  0.0956
46 H -1.78996 -6.05159 -0.98302  0.0966
47 H 0.64092 -6.02600 -1.89530  0.0950
48 H 1.15870 -4.89484 -4.11010  0.1060
49 C -7.24204 5.60832 -5.88454  -0.1123
50 O -6.66366 6.38612 -4.85528  -0.2120
51 C -5.57107 7.16798 -5.31987  -0.1998
52 C -5.31910 8.34124 -4.38612  -0.1778
53 O -6.22373 9.42655 -4.58263  -0.1317
54 C -7.56081 9.22243 -4.12923  -0.1770
55 C -7.69620 9.25156 -2.61510  -0.1990
56 O -7.27272 8.01633 -2.05172  -0.2061
57 C -6.86488 8.15201 -0.70618  -0.1133
58 H -6.51451 4.89355 -6.28207  0.0882
59 H -8.08481 5.05947 -5.46345  0.0865
60 H -7.61849 6.25228 -6.68715  0.0871
61 H -5.77369 7.54448 -6.33048  0.1279
62 H -4.68441 6.52164 -5.34504  0.1271
63 H -4.33075 8.74664 -4.61927  0.1260
64 H -5.29582 8.03263 -3.34010  0.1185
65 H -7.98799 8.31552 -4.55916  0.1198
66 H -8.13162 10.06401 -4.53158  0.1264
67 H -8.74769 9.39817 -2.34223  0.1260
68 H -7.10124 10.08013 -2.21437  0.1265
69 H -6.02527 8.85150 -0.62825  0.0870
70 H -6.53164 7.17632 -0.35245  0.0874
71 H -7.69795 8.49173 -0.08248  0.0872
72 C 0.71500 -1.85675 4.55424  -0.1033
73 O 2.02859 -2.15339 4.12408  -0.2014
74 C 2.32477 -3.53922 4.22355  -0.2012
75 C 3.47725 -3.90780 3.30243  -0.1754
76 O 3.08754 -4.05479 1.93848  -0.1323
77 C 2.77997 -2.84972 1.23767  -0.1761
78 C 4.00551 -2.01548 0.90219  -0.2028
79 O 4.44261 -1.28794 2.04547  -0.2045
80 C 5.81190 -0.94904 1.97280  -0.1042
81 H 0.58788 -2.11305 5.61036  0.0807
82 H 0.54833 -0.78675 4.42540  0.0876
83 H -0.01900 -2.39485 3.94395  0.0889
84 H 1.44291 -4.13763 3.96002  0.1209
85 H 2.60582 -3.74677 5.26463  0.1245
86 H 3.84259 -4.89367 3.60367  0.1256
87 H 4.31525 -3.21631 3.40020  0.1201
88 H 2.02399 -2.26863 1.76812  0.1188
89 H 2.32875 -3.17316 0.29506  0.1210
90 H 3.75427 -1.28990 0.12328  0.0873
91 H 4.80268 -2.67329 0.53765  0.1291
92 H 6.42727 -1.85304 1.90467  0.0886
93 H 6.08145 -0.42005 2.88697  0.0909
94 H 6.00157 -0.29668 1.11456  0.0732
95 C -1.05861 -8.12890 5.50711  -0.1097
96 O -0.95689 -7.23556 6.59684  -0.2032
97 C 0.09376 -6.29393 6.42491  -0.1988
98 C -0.14009 -5.06810 7.29357  -0.1738
99 O -1.09162 -4.15735 6.74495  -0.1440
100 C -2.45561 -4.57422 6.78547  -0.1741
101 C -3.06023 -4.52752 8.17961  -0.1984
102 O -2.64931 -5.65649 8.93968  -0.2050
103 C -2.70808 -5.41751 10.33092  -0.1114
104 H -0.14409 -8.72208 5.40641  0.0877
105 H -1.89719 -8.79952 5.69562  0.0886
106 H -1.25793 -7.58165 4.57882  0.0873
107 H 0.16277 -5.98676 5.37338  0.1185
108 H 1.03119 -6.78123 6.72232  0.1288
109 H 0.79831 -4.50812 7.33978  0.1188
110 H -0.39842 -5.33695 8.31857  0.1204
111 H -2.58210 -5.55190 6.31867  0.1204
112 H -2.99415 -3.85361 6.16343  0.1267
113 H -4.15372 -4.55508 8.10785  0.1264
114 H -2.75520 -3.59905 8.67564  0.1267
115 H -2.05299 -4.58328 10.60506  0.0873
116 H -2.35602 -6.31226 10.84411  0.0884
117 H -3.73606 -5.20840 10.64372  0.0873
118 C 7.20544 2.21113 -0.44804  -0.1151
119 O 8.31883 2.48401 0.37726  -0.2054
120 C 9.48770 2.78136 -0.37528  -0.1991
121 C 10.48228 3.56171 0.46952  -0.1769
122 O 10.16331 4.94720 0.58565  -0.1315
123 C 9.04999 5.27016 1.41710  -0.1772
124 C 9.33756 5.10822 2.90122  -0.1994
125 O 9.27264 3.73803 3.27556  -0.2059
126 C 10.02735 3.46247 4.43754  -0.1122
127 H 7.39196 1.32721 -1.06666  0.0892
128 H 6.34511 2.01991 0.19392  0.0803
129 H 6.97606 3.07574 -1.08117  0.0875
130 H 9.22917 3.36712 -1.26656  0.1276
131 H 9.93678 1.82908 -0.68523  0.1268
132 H 11.44869 3.53236 -0.04107  0.1264
133 H 10.62879 3.10790 1.45054  0.1193
134 H 8.15864 4.72013 1.11246  0.1193
135 H 8.84956 6.32875 1.22944  0.1263
136 H 8.58209 5.64819 3.48376  0.1260
137 H 10.32779 5.52091 3.12525  0.1267
138 H 11.08300 3.70735 4.27661  0.0872
139 H 9.95138 2.39543 4.64645  0.0881
140 H 9.63662 4.02195 5.29351  0.0872

Charge: 0
Kohn-Sham gap in eV: 7.7
SMILES: N#CC[C@](C#N)(CCCSC(=S)n1ccnc1)CCCc1ccccc1.COCCOCCOC.COCCOCCOC.COCCOCCOC.COCCOCCOC

---

2.
DFT (the ωB97M-V functional and the def2-TZVPD basis) results for a structure of composition C18H15N3OSZn.

Each line ends with the Löwdin charge.
Geometry (Å):
1 Zn 0.13863 0.30273 0.17192  0.5541
2 O -2.27105 0.60307 -2.91437  0.0293
3 C -1.35274 0.29381 -2.15605  -0.4993
4 N -1.44509 -0.11606 -0.88182  -0.0732
5 C -2.70524 0.15195 -0.22575  -0.1608
6 C -2.57573 1.39226 0.64030  -0.2333
7 C -3.68471 2.08865 1.10684  -0.0099
8 C -3.49307 3.20854 1.89492  -0.0519
9 C -2.19820 3.59637 2.21669  -0.0555
10 C -1.14932 2.84117 1.73377  -0.1144
11 N -1.33588 1.77431 0.95443  0.0427
12 C 0.07209 0.44233 -2.65537  -0.1745
13 C 0.29743 0.69105 -4.00140  0.0110
14 C 1.59607 0.88378 -4.43769  -0.0391
15 C 2.63091 0.81461 -3.51353  -0.0481
16 C 2.32202 0.57060 -2.18870  -0.1114
17 N 1.07045 0.40030 -1.76687  0.0397
18 H -2.97990 -0.69012 0.41602  0.1269
19 H -3.49616 0.29984 -0.96218  0.1178
20 H -4.67864 1.75332 0.84161  0.1198
21 H -4.33917 3.77650 2.25890  0.1105
22 H -2.00675 4.46547 2.83004  0.1061
23 H -0.12020 3.07532 1.97958  0.1118
24 H -0.56088 0.73303 -4.65631  0.1208
25 H 1.80149 1.09236 -5.47937  0.1121
26 H 3.66042 0.95176 -3.81275  0.1077
27 H 3.09299 0.50655 -1.42908  0.1152
28 S 1.62629 0.10217 1.88164  0.5518
29 C 1.80189 -1.66455 1.92234  -0.6945
30 C 1.96174 -2.42442 0.76494  -0.1414
31 C 2.13517 -3.79831 0.84862  -0.0969
32 C 2.16310 -4.43221 2.08166  -0.1068
33 C 2.00255 -3.67906 3.23623  -0.0967
34 C 1.81724 -2.30692 3.15998  -0.1350
35 H 1.95032 -1.93950 -0.20416  0.0749
36 H 2.25148 -4.37672 -0.06016  0.1006
37 H 2.31374 -5.50214 2.14232  0.0963
38 H 2.00920 -4.16290 4.20536  0.0999
39 H 1.67751 -1.71895 4.05746  0.0936

Charge: 0
Kohn-Sham gap in eV: 7.7
Energy above the lowest of the compared OMol25 structures with the same formula, charge and spin in kcal/mol: 0.0

---

3.
DFT (the ωB97M-V functional and the def2-TZVPD basis) results for a cluster of 2 separate species, C2H8N2O3S in total at a distorted geometry.

Each line ends with the Löwdin charge.
Geometry (Å):
1 C -1.90123 -0.25399 -0.97985  -0.0291
2 C -0.91855 1.25436 0.65188  -0.0325
3 N 2.74355 -0.29778 0.76101  -0.1357
4 N -1.16364 -0.16504 0.24537  -0.3731
5 O 2.37369 -1.98182 -1.26604  -0.3463
6 O 1.28420 0.15295 -1.32420  -0.3781
7 O -0.57101 -1.14197 0.78083  -0.0935
8 S 1.71533 -0.97525 -0.50954  0.7030
9 H -1.24232 0.00758 -1.77288  0.0718
10 H -2.19463 -1.30882 -1.17594  0.1186
11 H -2.64932 0.47570 -0.76032  0.0828
12 H -0.49138 1.29315 1.63224  0.0698
13 H -0.41562 1.79076 -0.14326  0.0833
14 H -1.86051 1.79331 1.02511  0.1124
15 H 2.15723 0.35949 1.43882  0.1024
16 H 3.13422 -1.00262 1.39677  0.0442

Charge: 0
Kohn-Sham gap (spin up / spin down) in eV: 6.9 / 9.3
Energy above the lowest of the compared OMol25 structures with the same formula, charge and spin in kcal/mol: 103.0

---

| no. | energy (eV) |
| --- | --- |
| 1 | -99082.4779 |
| 2 | -84682.8416 |
| 3 | -22156.9979 |